{
  "formula": "C4H6O2",
  "method": "ωB97M-V/def2-TZVPD",
  "de_lowest_kcal_mol": 122.6,
  "orbital_gap_ev": [6.91, 7.31],
  "homo_energy_ev": [-7.44, -7.80],
  "lumo_ha": [-0.020, -0.018],
  "species": ["C", "C", "C", "O", "C", "O", "H", "H", "H", "H", "H", "H"],
  "positions_angstrom": [[-0.1064, 1.3580, 0.2944], [-0.9367, 0.1691, 0.6424], [1.0998, -1.1124, 0.1742], [2.2098, -0.7577, 0.4048], [0.3222, -1.3791, -1.0869], [-0.8824, -1.1228, -1.0088], [0.6588, 1.5618, 1.0478], [0.4237, 1.1970, -0.6605], [-0.7323, 2.2458, 0.1456], [-1.9759, 0.1992, 0.3357], [-0.7777, -0.3251, 1.5941], [0.6970, -2.0338, -1.8828]]
}

=====

{
  "formula": "C4H6O2",
  "method": "ωB97M-V/def2-TZVPD",
  "de_lowest_kcal_mol": 101.2,
  "orbital_gap_ev": 10.92,
  "homo_energy_ev": -9.91,
  "lumo_ha": 0.037,
  "species": ["O", "C", "C", "C", "O", "C", "H", "H", "H", "H", "H", "H"],
  "positions_angstrom": [[1.6192, -0.6806, -1.0107], [0.4134, -0.8141, -0.3424], [0.2778, -0.3298, 1.0979], [-0.7014, 0.7166, 0.5922], [-0.0308, 1.6680, -0.1965], [-0.5445, 0.4905, -0.8394], [0.9987, 0.0007, -1.4388], [-0.1450, -1.7232, -0.5779], [-0.1596, -1.0737, 1.7636], [1.1903, 0.0915, 1.5291], [-1.6379, 0.9815, 1.0460], [-1.3022, 0.6856, -1.6136]]
}

=====

{
  "formula": "C4H6O2",
  "method": "ωB97M-V/def2-TZVPD",
  "de_lowest_kcal_mol": 99.0,
  "orbital_gap_ev": 9.52,
  "homo_energy_ev": -8.84,
  "lumo_ha": 0.025,
  "species": ["O", "C", "C", "C", "C", "O", "H", "H", "H", "H", "H", "H"],
  "positions_angstrom": [[-1.4567, 1.1474, 0.1573], [-1.2052, 0.0141, -0.5657], [0.1426, 0.1347, -1.1871], [0.4820, -0.7109, 0.0127], [1.0621, -0.0873, 1.2242], [2.0075, -0.5585, 1.8189], [-2.4087, 1.1809, 0.3186], [-0.8458, -1.0133, 0.1802], [0.2465, -0.3860, -2.1355], [0.5372, 1.1496, -1.1976], [0.8808, -1.7025, -0.2055], [0.5576, 0.8317, 1.5794]]
}

=====

{
  "formula": "C4H6O2",
  "method": "ωB97M-V/def2-TZVPD",
  "de_lowest_kcal_mol": 74.8,
  "orbital_gap_ev": 9.70,
  "homo_energy_ev": -9.03,
  "lumo_ha": 0.025,
  "species": ["O", "C", "C", "C", "C", "O", "H", "H", "H", "H", "H", "H"],
  "positions_angstrom": [[0.0826, 0.7412, -1.9903], [-0.6027, 1.2264, -0.9714], [-1.0389, 0.0492, -0.1338], [-0.0208, -0.0383, 1.0263], [1.1610, -0.9139, 0.6859], [1.6808, -1.6771, 1.4641], [0.4164, 1.4958, -2.4997], [0.3612, 0.9738, 1.2323], [-2.0278, 0.2649, 0.2817], [-1.0828, -0.8980, -0.6919], [-0.4699, -0.4083, 1.9510], [1.5408, -0.8157, -0.3542]]
}

=====

{
  "formula": "C4H6O2",
  "method": "ωB97M-V/def2-TZVPD",
  "de_lowest_kcal_mol": 72.2,
  "orbital_gap_ev": 10.01,
  "homo_energy_ev": -9.58,
  "lumo_ha": 0.016,
  "species": ["C", "C", "O", "C", "C", "O", "H", "H", "H", "H", "H", "H"],
  "positions_angstrom": [[0.9811, -0.5258, -0.7815], [-0.0981, 0.3437, -0.1150], [0.1927, 1.7690, -0.2235], [-0.8879, -0.1496, 1.1313], [-1.4711, -0.1291, -0.2251], [-2.4412, -0.5652, -0.7671], [2.0119, -0.2797, -0.4070], [1.0333, -0.2692, -1.7845], [0.9366, -1.6757, -0.6491], [0.9177, 2.0634, 0.4015], [-0.8483, 0.4930, 1.9788], [-0.3268, -1.0747, 1.4410]]
}

=====

{
  "formula": "C4H6O2",
  "method": "ωB97M-V/def2-TZVPD",
  "de_lowest_kcal_mol": 104.8,
  "orbital_gap_ev": 9.75,
  "homo_energy_ev": -8.88,
  "lumo_ha": 0.032,
  "species": ["O", "C", "C", "C", "C", "O", "H", "H", "H", "H", "H", "H"],
  "positions_angstrom": [[0.7982, 0.2409, -1.8042], [0.6811, -0.3181, -0.5956], [1.2488, -0.5060, 0.5466], [-0.0075, -1.3177, 0.2732], [-1.7893, 1.2126, -0.3391], [-1.6738, 1.6373, -1.3873], [-0.0609, 0.2646, -2.2447], [0.1127, 1.1493, 1.7426], [2.0881, -0.3951, 1.2096], [-0.9456, -1.0722, 0.7867], [0.0959, -2.3867, 0.0585], [-0.5477, 1.4910, 1.7538]]
}

=====

{
  "formula": "C4H6O2",
  "method": "ωB97M-V/def2-TZVPD",
  "de_lowest_kcal_mol": 84.0,
  "orbital_gap_ev": 10.71,
  "homo_energy_ev": -9.88,
  "lumo_ha": 0.031,
  "species": ["C", "C", "C", "O", "C", "O", "H", "H", "H", "H", "H", "H"],
  "positions_angstrom": [[1.6495, -0.9844, 0.2117], [1.1996, 0.1048, 0.4951], [0.0378, 0.9498, 0.2206], [-0.6445, 1.3439, 1.4041], [-0.8943, 0.0340, -0.6757], [-0.3226, -1.1670, -1.1781], [2.0748, -1.9370, 0.0029], [0.3136, 1.8611, -0.3308], [0.0081, 1.3207, 2.1175], [-1.7871, -0.1773, -0.0820], [-1.1561, 0.5760, -1.5839], [-0.4789, -1.9245, -0.6013]]
}

=====

{
  "formula": "C4H6O2",
  "method": "ωB97M-V/def2-TZVPD",
  "de_lowest_kcal_mol": 124.8,
  "orbital_gap_ev": 8.89,
  "homo_energy_ev": -7.96,
  "lumo_ha": 0.034,
  "species": ["O", "C", "C", "C", "O", "C", "H", "H", "H", "H", "H", "H"],
  "positions_angstrom": [[-0.4564, 1.6301, -0.6830], [0.3029, 0.9131, 0.2192], [1.2221, -0.0161, -0.5537], [-0.0035, -0.8169, -0.4560], [-0.2255, -1.8044, 0.4885], [-0.6833, -0.5581, 1.0190], [-0.9326, 2.2892, -0.1653], [1.4572, 0.3087, -1.5657], [2.0817, -0.3820, 0.0069], [-0.7284, -0.7509, -1.2658], [-0.2710, -0.4012, 2.0107], [-1.7630, -0.4113, 0.9452]]
}

=====

{
  "formula": "C4H6O2",
  "method": "ωB97M-V/def2-TZVPD",
  "de_lowest_kcal_mol": 107.5,
  "orbital_gap_ev": 8.51,
  "homo_energy_ev": -9.13,
  "lumo_ha": -0.023,
  "species": ["O", "C", "C", "C", "O", "C", "H", "H", "H", "H", "H", "H"],
  "positions_angstrom": [[1.3792, -1.0675, 0.7427], [0.5693, -0.6873, -0.3187], [-0.8760, -0.5251, 0.1319], [-1.0634, 0.9815, 0.1575], [-2.0076, 1.6110, 0.5990], [0.0135, 1.6599, -0.5380], [2.2685, -1.2343, 0.4059], [0.6948, -1.3180, -1.2113], [-1.0043, -0.9477, 1.1321], [-1.5982, -0.9946, -0.5428], [0.9005, 0.3562, -0.6922], [0.7236, 2.1659, 0.1338]]
}

=====

{
  "formula": "C4H6O2",
  "method": "ωB97M-V/def2-TZVPD",
  "de_lowest_kcal_mol": 52.2,
  "orbital_gap_ev": 10.04,
  "homo_energy_ev": -9.23,
  "lumo_ha": 0.030,
  "species": ["O", "C", "C", "C", "O", "C", "H", "H", "H", "H", "H", "H"],
  "positions_angstrom": [[0.9328, 2.1920, 0.2038], [0.5285, 1.0640, 0.0485], [-0.9082, 0.5198, -0.0049], [-0.7596, -1.0055, -0.1353], [0.5865, -1.2365, -0.5674], [1.3094, -0.1678, -0.1009], [-1.2608, 0.9862, -0.9245], [-1.5462, 0.8076, 0.8327], [-0.8679, -1.5312, 0.8253], [-1.4259, -1.4645, -0.8693], [2.3525, -0.2446, -0.4170], [1.0591, 0.0806, 1.1090]]
}

=====

{
  "formula": "C4H6O2",
  "method": "ωB97M-V/def2-TZVPD",
  "de_lowest_kcal_mol": 56.7,
  "orbital_gap_ev": 10.57,
  "homo_energy_ev": -9.49,
  "lumo_ha": 0.040,
  "species": ["O", "C", "C", "C", "O", "C", "H", "H", "H", "H", "H", "H"],
  "positions_angstrom": [[2.9168, -0.3749, 0.8163], [1.9931, -0.8488, 1.2823], [-0.4811, -0.1241, -0.9504], [-0.8738, -0.6750, 0.3813], [-0.4680, 0.5293, 1.0091], [-0.0917, 1.1296, -0.2234], [-0.1394, -1.5177, 0.8363], [0.1939, -0.6352, -1.6210], [-1.4605, 0.0033, -1.4668], [-1.9054, -0.9371, 0.6379], [0.9629, 1.4088, -0.2418], [-0.6467, 2.0420, -0.4597]]
}

=====

{
  "formula": "C4H6O2",
  "method": "ωB97M-V/def2-TZVPD",
  "de_lowest_kcal_mol": 138.9,
  "orbital_gap_ev": 10.70,
  "homo_energy_ev": -9.95,
  "lumo_ha": 0.027,
  "species": ["C", "C", "O", "H", "H", "C", "C", "H", "H", "O", "H", "H"],
  "positions_angstrom": [[1.9263, 0.5847, 1.9007], [1.6045, 0.7756, 0.7863], [0.9582, 0.7633, -0.4034], [2.3003, 0.3183, 2.8392], [0.2098, 0.5228, -0.0344], [-1.6808, 1.1539, -1.7981], [-1.9187, 0.5942, -0.7979], [-1.3013, 1.3587, -2.7983], [-2.4165, 0.1950, 0.0385], [-0.0123, -2.1648, 0.4468], [0.7839, -1.6858, 0.1937], [-0.4534, -2.4159, -0.3732]]
}